[1]
C6H10N2 | wB97M-V/def2-TZVPD

Structure (XYZ):
```
18
Properties=species:S:1:pos:R:3:forces:R:3
C -1.242232 -1.232494 0.752726 -0.699 0.274 0.305
C -0.284514 -0.430262 -0.098111 0.992 -3.072 -1.879
C 0.849716 0.163328 0.566172 -3.147 3.081 -0.243
N 0.783595 -0.271830 -2.259107 0.560 0.365 -0.162
C -0.270175 -0.647308 -1.469490 -0.199 0.189 1.481
C -0.320879 1.429316 0.132515 2.568 0.122 1.975
C 1.823035 0.502453 1.368183 0.725 -0.588 -0.288
N -1.231026 1.974240 0.827847 -0.950 -0.326 -0.747
H 1.663822 -0.084619 -1.789253 -0.214 -0.211 -0.239
H 0.846880 -0.645077 -3.188611 0.025 0.045 0.035
H -1.767658 1.340759 1.412788 0.485 0.029 0.609
H -1.112842 -1.118132 -1.953244 -0.074 0.090 -0.006
H 0.218126 2.027123 -0.587746 -0.198 -0.145 -0.752
H -2.265608 -0.869638 0.616075 -0.030 -0.132 -0.106
H -1.041748 -1.148608 1.821423 0.190 0.164 -0.114
H -1.211995 -2.299630 0.515640 0.039 0.211 -0.103
H 2.563712 -0.229438 1.680648 0.059 0.037 0.199
H 1.999791 1.539818 1.651545 -0.132 -0.131 0.034
```
Positions in Å, forces in eV/Å.

As for the energy relative to the best compared isomer or geometry (same formula, charge and spin): 4.967 eV. As for the gap between HOMO and LUMO: 7.28 eV. As for the net charge: 0.

---

[2]
C15H20ClN2O | wB97M-V/def2-TZVPD

Structure (XYZ):
```
39
Properties=species:S:1:pos:R:3:forces:R:3
C 1.866149 2.649722 -1.487122 0.300 2.402 6.259
N 1.572932 1.470541 -0.933447 -2.129 -6.480 1.255
C 2.351391 0.390045 -1.347989 1.183 -3.377 -0.794
C 1.938382 -1.014826 -0.793212 2.043 2.621 -3.146
N 2.013543 -1.008154 0.552622 -0.957 -0.739 10.946
H 2.913833 -0.873303 1.117171 -0.405 -0.082 -2.269
C 1.183046 0.111421 1.316161 -4.803 0.358 -9.509
C 1.537695 1.384814 0.439532 1.811 2.202 5.911
H 0.875505 2.179037 0.752902 -0.215 0.233 0.651
H 2.615959 1.694221 0.934644 -1.647 -0.297 -1.148
H 0.833199 0.138092 2.303543 1.060 -0.287 1.734
H -0.086164 -0.155057 0.733227 3.582 0.563 1.743
C 1.539236 -2.284125 1.180129 -8.569 5.091 3.414
C -0.075686 -2.538240 0.964952 5.457 0.815 -0.678
C -1.115214 -2.852275 0.463915 1.655 0.902 2.608
C -2.474931 -2.943458 0.394313 -3.548 2.570 -5.456
H -2.502427 -2.973773 -0.803670 -1.202 -0.661 2.122
H -2.899383 -3.784213 0.851272 -0.876 -0.911 0.564
O -3.359521 -1.711206 0.684429 0.107 -6.024 2.292
C -2.889602 -0.545864 0.468755 4.744 -5.309 -10.914
C -3.383665 0.457224 0.998302 -5.820 4.989 9.638
C -3.091045 1.739173 0.964187 4.041 3.509 -6.548
C -2.250339 2.067884 -0.197370 -0.406 -0.297 2.569
C -1.671061 1.002089 -0.840396 1.648 -1.349 -6.910
C -2.201330 -0.355844 -0.930057 -2.192 8.035 9.110
H -1.654015 -1.003505 -1.364908 3.330 -4.725 -3.298
H -0.801317 1.248479 -1.882197 -2.876 -0.441 3.549
Cl -1.822145 3.705982 -0.632365 -0.036 -0.442 0.350
H -3.374613 2.594840 1.466701 -1.293 0.947 1.653
H -4.022219 0.362772 1.935014 0.437 -1.091 -1.188
H 1.912252 -3.114646 0.953568 3.983 -6.472 -2.674
H 1.441424 -2.279469 2.293128 1.230 0.786 -0.707
H 2.503105 -1.871015 -1.038506 1.449 -0.492 -1.374
H 1.023561 -1.235163 -1.145789 -3.754 -0.703 -0.501
H 2.546982 0.170764 -2.385657 -0.412 0.849 -0.688
H 3.302876 0.434127 -0.896058 2.181 0.762 0.398
H 1.074990 3.286759 -1.433983 -1.856 2.604 1.332
H 1.814384 2.495170 -2.373217 0.070 -1.810 -11.327
H 2.814231 2.960982 -1.282524 2.685 1.751 1.032
```
Positions in Å, forces in eV/Å.

As for the energy relative to the best compared isomer or geometry (same formula, charge and spin): 12.577 eV. As for the gap between HOMO and LUMO: 8.08 eV. As for the net charge: +1.

---

[3]
C4H8Cl8 | wB97M-V/def2-TZVPD

Structure (XYZ):
```
20
Properties=species:S:1:pos:R:3:forces:R:3
C 0.289605 -1.468302 0.637534 0.629 0.701 0.630
Cl 0.827864 -0.219537 -0.543423 -0.337 -0.201 0.125
Cl 1.689503 -1.735328 1.721701 -0.312 -0.467 -0.477
H -0.451183 -1.030507 1.306611 -0.236 -0.077 -0.546
H -0.070931 -2.342083 0.094751 0.411 0.102 0.266
C 0.833367 1.689138 2.560085 -0.439 0.994 -0.750
Cl -0.215523 0.630490 3.437019 -0.137 0.226 0.101
Cl -0.148945 2.859189 1.473137 0.743 -0.976 0.494
H 1.395322 2.381925 3.186465 -0.068 -0.334 0.110
H 1.466454 1.098268 1.898129 0.020 0.167 -0.150
C -4.067513 -2.323974 -0.519044 -0.501 0.557 0.472
Cl -3.819302 -0.558030 -0.172937 -0.704 -0.720 -0.354
Cl -2.472740 -3.008606 -0.641795 0.306 -0.836 -0.161
H -4.641481 -2.769781 0.293308 0.479 0.206 0.253
H -4.646830 -2.563224 -1.410822 0.369 0.740 -0.246
C 2.679182 1.813557 -2.766393 1.527 0.230 0.170
Cl 2.329825 3.110779 -1.580649 -0.576 -0.747 -0.339
Cl 4.284277 1.130189 -2.354126 -0.855 0.033 -0.268
H 1.951242 1.010463 -2.881491 -0.262 0.199 0.612
H 2.787808 2.295376 -3.738062 -0.059 0.202 0.055
```
Positions in Å, forces in eV/Å.

As for the energy relative to the best compared isomer or geometry (same formula, charge and spin): 0.234 eV. As for the gap between HOMO and LUMO (spin up / spin down): 10.64 / 2.87 eV. Its multiplicity is 2. As for the expectation value of S²: 0.75. As for the net charge: +1.

---

[4]
CH3NO4S | wB97M-V/def2-TZVPD

Structure (XYZ):
```
10
Properties=species:S:1:pos:R:3:forces:R:3
C -1.567649 0.036063 0.128180 0.480 0.126 -2.019
N 1.770370 1.510517 -0.349417 1.438 0.308 0.745
O 2.782006 1.718489 0.159522 -1.893 -0.812 -0.813
O 1.806569 -1.407784 0.738016 1.375 -1.511 2.052
O 0.353828 -1.280539 -1.241393 -0.326 -0.298 0.097
O -0.393174 -0.232901 0.947117 -0.724 -0.922 -0.011
S 0.836393 -0.731605 -0.003148 -0.352 2.672 -1.728
H -1.079799 0.362509 -0.833347 -1.595 -0.259 0.586
H -2.211419 0.810913 0.481575 0.378 0.917 0.969
H -2.297129 -0.785662 -0.027103 1.218 -0.222 0.121
```
Positions in Å, forces in eV/Å.

As for the energy relative to the best compared isomer or geometry (same formula, charge and spin): 2.407 eV. As for the gap between HOMO and LUMO (spin up / spin down): 8.13 / 8.12 eV. As for the net charge: 0.

---

[5]
C4H10N3 | wB97M-V/def2-TZVPD

Structure (XYZ):
```
17
Properties=species:S:1:pos:R:3:forces:R:3
C 2.683009 0.496658 -0.379474 1.309 -0.737 -0.681
C 1.375156 0.109685 0.121543 -4.172 -1.032 -0.851
N 1.359468 -0.388871 1.379218 1.568 1.051 -0.102
C 0.159767 0.259987 -0.631573 5.192 -0.085 -0.436
N -1.053881 0.040732 -0.094144 -1.215 -0.601 3.644
C -2.235689 0.090478 -0.591002 -2.938 -1.656 -2.028
N -3.389694 -0.341614 0.033516 1.450 0.734 -0.259
H 3.477891 0.247316 0.354431 -0.448 0.239 -0.542
H 2.586029 1.550135 -0.480674 0.650 1.051 -0.413
H 2.960869 0.025035 -1.355549 -0.382 0.489 0.755
H 0.607741 -0.913872 1.731882 -0.565 -0.663 0.620
H 2.257689 -0.389816 1.869841 -0.940 -0.228 -0.032
H 0.227240 0.180229 -1.704014 0.015 0.614 -0.144
H -0.979067 -0.142103 0.932299 -0.602 0.254 -1.071
H -2.375771 0.227066 -1.714644 0.517 0.187 1.709
H -4.252380 -0.469082 -0.491271 0.571 0.295 0.191
H -3.408372 -0.581963 1.019615 -0.010 0.088 -0.360
```
Positions in Å, forces in eV/Å.

As for the energy relative to the best compared isomer or geometry (same formula, charge and spin): 1.342 eV. As for the gap between HOMO and LUMO (spin up / spin down): 8.12 / 8.12 eV. As for the SMILES: C/C(N)=C/NC=[NH2+]. As for the net charge: +1.

---

Question: What is the formula in the fourth record?
Answer: CH3NO4S

---

Repeat the fourth record exactly.
CH3NO4S | wB97M-V/def2-TZVPD

Structure (XYZ):
```
10
Properties=species:S:1:pos:R:3:forces:R:3
C -1.567649 0.036063 0.128180 0.480 0.126 -2.019
N 1.770370 1.510517 -0.349417 1.438 0.308 0.745
O 2.782006 1.718489 0.159522 -1.893 -0.812 -0.813
O 1.806569 -1.407784 0.738016 1.375 -1.511 2.052
O 0.353828 -1.280539 -1.241393 -0.326 -0.298 0.097
O -0.393174 -0.232901 0.947117 -0.724 -0.922 -0.011
S 0.836393 -0.731605 -0.003148 -0.352 2.672 -1.728
H -1.079799 0.362509 -0.833347 -1.595 -0.259 0.586
H -2.211419 0.810913 0.481575 0.378 0.917 0.969
H -2.297129 -0.785662 -0.027103 1.218 -0.222 0.121
```
Positions in Å, forces in eV/Å.

As for the energy relative to the best compared isomer or geometry (same formula, charge and spin): 2.407 eV. As for the gap between HOMO and LUMO (spin up / spin down): 8.13 / 8.12 eV. As for the net charge: 0.